Model i:
ORCA calculation (wB97M-V/def2-TZVPD) on a cluster of 10 separate species, C90H190N10O10 in total.

Positions of all 300 atoms, in Å:
C -0.840 6.867 -0.010
C -0.998 7.604 1.413
C -2.495 7.438 1.743
C -0.002 6.890 2.323
C 0.176 7.615 3.630
C 0.617 9.123 3.376
C -0.465 9.847 2.562
C -1.705 10.116 3.569
C 0.145 11.281 2.230
N -0.655 9.055 1.368
O -1.346 9.758 0.537
H -1.013 5.791 -0.028
H -1.351 7.339 -0.849
H 0.204 7.056 -0.259
H -3.092 8.244 1.317
H -2.960 6.540 1.335
H -2.729 7.406 2.807
H -0.360 5.925 2.681
H 0.975 6.774 1.854
H -0.834 7.674 4.036
H 0.746 7.080 4.390
H 1.498 8.857 2.792
H 0.968 9.643 4.267
H -1.513 10.816 4.382
H -2.271 9.200 3.740
H -2.393 10.670 2.930
H -0.641 12.036 2.250
H 0.567 11.293 1.225
H 0.873 11.466 3.020
H -0.780 9.775 -0.238
C -6.995 5.318 -1.497
C -6.321 4.059 -0.852
C -4.858 4.335 -0.625
C -7.010 3.854 0.530
C -8.321 3.034 0.624
C -8.142 1.813 -0.244
C -7.666 2.067 -1.703
C -7.309 0.641 -2.221
C -8.847 2.751 -2.526
N -6.422 2.829 -1.647
O -5.637 2.893 -2.751
H -6.547 5.271 -2.490
H -8.079 5.337 -1.610
H -6.616 6.245 -1.067
H -4.326 3.410 -0.403
H -4.430 4.573 -1.599
H -4.504 5.131 0.031
H -6.259 3.460 1.215
H -7.366 4.782 0.978
H -8.527 2.759 1.658
H -9.145 3.603 0.193
H -9.124 1.364 -0.102
H -7.576 1.056 0.300
H -8.057 -0.127 -2.026
H -6.357 0.281 -1.829
H -7.305 0.627 -3.311
H -9.370 3.621 -2.129
H -9.601 2.089 -2.952
H -8.518 3.173 -3.476
H -4.930 2.275 -2.557
C 7.463 -0.051 6.937
C 7.113 0.382 5.425
C 6.895 1.907 5.326
C 8.292 -0.203 4.546
C 7.861 -0.043 3.133
C 6.510 -0.926 2.831
C 5.315 -0.588 3.763
C 4.579 0.647 3.233
C 4.480 -1.917 3.742
N 5.875 -0.485 5.111
O 4.864 -0.293 5.933
H 6.859 0.499 7.659
H 7.365 -1.123 7.109
H 8.473 0.305 7.138
H 5.828 2.102 5.431
H 7.359 2.470 6.135
H 7.239 2.322 4.378
H 9.235 0.220 4.890
H 8.291 -1.290 4.637
H 7.647 0.942 2.717
H 8.655 -0.369 2.462
H 6.814 -1.973 2.845
H 6.250 -0.759 1.786
H 5.277 1.258 2.661
H 4.150 1.285 4.005
H 3.800 0.337 2.536
H 4.991 -2.787 4.154
H 4.376 -2.268 2.716
H 3.466 -1.989 4.135
H 4.596 -1.027 6.491
C -0.983 2.782 -0.942
C -0.162 1.755 -0.063
C 1.135 1.510 -0.890
C 0.127 2.441 1.238
C 0.777 1.530 2.355
C 0.026 0.219 2.481
C -0.498 -0.545 1.231
C 0.635 -1.541 0.712
C -1.770 -1.354 1.709
N -0.930 0.499 0.237
O -1.511 -0.118 -0.899
H -2.003 2.943 -0.593
H -0.340 3.597 -1.275
H -0.984 2.332 -1.934
H 1.771 0.636 -0.751
H 0.790 1.121 -1.849
H 1.643 2.436 -1.160
H 0.960 3.119 1.052
H -0.712 2.951 1.710
H 1.826 1.365 2.112
H 0.807 2.062 3.306
H -0.729 0.227 3.267
H 0.593 -0.539 3.021
H 0.319 -2.007 -0.221
H 0.862 -2.378 1.373
H 1.589 -1.054 0.514
H -1.623 -1.757 2.711
H -2.013 -2.015 0.877
H -2.723 -0.824 1.730
H -2.109 0.536 -1.269
C 8.255 -1.041 -4.452
C 6.785 -1.506 -4.370
C 5.849 -0.648 -5.231
C 6.717 -2.917 -4.969
C 5.503 -3.685 -4.474
C 5.154 -3.556 -2.971
C 5.153 -2.061 -2.394
C 3.766 -1.445 -2.843
C 5.247 -2.121 -0.857
N 6.384 -1.420 -2.927
O 6.530 -0.188 -2.464
H 8.713 -0.959 -3.467
H 8.874 -1.714 -5.044
H 8.281 -0.030 -4.860
H 5.842 0.388 -4.891
H 5.921 -0.719 -6.317
H 4.801 -0.904 -5.077
H 6.815 -3.036 -6.048
H 7.583 -3.484 -4.625
H 4.625 -3.259 -4.960
H 5.641 -4.725 -4.769
H 5.774 -4.246 -2.399
H 4.115 -3.884 -2.994
H 3.365 -1.636 -3.838
H 3.820 -0.371 -2.660
H 2.999 -1.878 -2.201
H 5.219 -3.142 -0.477
H 4.364 -1.728 -0.353
H 5.982 -1.498 -0.347
H 7.445 -0.223 -2.175
C -3.470 -2.918 -6.482
C -2.814 -1.648 -7.075
C -2.189 -2.201 -8.356
C -3.878 -0.565 -7.473
C -4.404 0.197 -6.257
C -3.260 0.715 -5.297
C -2.287 -0.460 -4.868
C -1.106 0.250 -4.178
C -3.169 -1.315 -3.871
N -1.859 -0.981 -6.169
O -0.754 -1.728 -5.853
H -3.929 -2.753 -5.507
H -4.249 -3.224 -7.180
H -2.706 -3.668 -6.280
H -1.812 -1.464 -9.065
H -1.404 -2.928 -8.150
H -2.943 -2.801 -8.867
H -3.567 0.169 -8.217
H -4.688 -1.047 -8.020
H -5.136 0.940 -6.575
H -5.071 -0.533 -5.797
H -3.742 1.379 -4.579
H -2.785 1.470 -5.923
H -0.666 1.030 -4.799
H -0.450 -0.556 -3.848
H -1.392 1.047 -3.492
H -3.018 -0.862 -2.891
H -2.725 -2.299 -3.722
H -4.255 -1.378 -3.952
H -0.009 -1.325 -6.304
C 2.882 2.767 -4.040
C 3.510 3.923 -3.153
C 4.651 4.654 -3.921
C 2.391 4.940 -3.040
C 2.563 5.951 -1.902
C 2.707 5.153 -0.645
C 3.935 4.176 -0.584
C 5.338 4.883 -0.404
C 3.754 3.246 0.709
N 3.879 3.390 -1.798
O 4.712 2.239 -1.898
H 2.404 3.264 -4.884
H 3.656 2.031 -4.257
H 2.051 2.315 -3.497
H 4.226 5.067 -4.836
H 4.789 5.609 -3.414
H 5.611 4.143 -3.995
H 2.226 5.695 -3.809
H 1.442 4.405 -3.014
H 3.238 6.796 -2.035
H 1.549 6.324 -1.757
H 1.812 4.553 -0.479
H 2.705 5.897 0.151
H 5.381 5.418 0.545
H 5.482 5.605 -1.208
H 6.204 4.225 -0.471
H 2.946 2.515 0.674
H 3.639 3.929 1.551
H 4.689 2.732 0.929
H 5.501 2.585 -2.322
C 0.487 -1.839 10.080
C -0.051 -2.951 9.237
C -0.082 -4.331 10.026
C -1.574 -2.666 9.027
C -1.649 -1.605 8.004
C -1.111 -2.027 6.629
C 0.408 -2.406 6.664
C 0.615 -3.229 5.421
C 1.396 -1.177 6.559
N 0.585 -3.287 7.933
O 1.938 -3.701 8.061
H 0.658 -0.934 9.497
H -0.307 -1.675 10.809
H 1.369 -2.240 10.578
H 0.869 -4.841 10.184
H -0.440 -4.269 11.053
H -0.465 -5.193 9.480
H -1.939 -3.591 8.580
H -2.053 -2.223 9.900
H -2.670 -1.224 7.984
H -1.081 -0.724 8.304
H -1.206 -1.139 6.003
H -1.744 -2.869 6.348
H -0.168 -3.986 5.369
H 1.638 -3.593 5.508
H 0.457 -2.675 4.495
H 2.358 -1.322 7.050
H 1.045 -0.334 7.153
H 1.561 -0.849 5.533
H 1.933 -4.440 7.449
C -4.868 -2.487 -0.648
C -5.846 -3.493 -0.015
C -7.021 -2.686 0.490
C -6.460 -4.392 -1.190
C -5.334 -5.421 -1.653
C -4.935 -6.217 -0.401
C -4.327 -5.374 0.754
C -4.140 -6.353 2.015
C -2.914 -4.921 0.271
N -5.263 -4.273 1.085
O -4.868 -3.546 2.298
H -3.900 -2.467 -0.147
H -4.728 -2.638 -1.718
H -5.184 -1.444 -0.664
H -7.552 -2.165 -0.307
H -7.854 -3.244 0.918
H -6.767 -2.024 1.317
H -7.377 -4.915 -0.920
H -6.645 -3.695 -2.007
H -5.739 -6.160 -2.345
H -4.428 -4.983 -2.071
H -4.169 -6.940 -0.683
H -5.628 -7.004 -0.106
H -3.818 -7.383 1.864
H -5.050 -6.289 2.611
H -3.464 -5.859 2.714
H -2.865 -4.522 -0.742
H -2.287 -5.806 0.376
H -2.469 -4.224 0.982
H -4.228 -2.933 1.929
C -2.369 -6.870 -3.076
C -0.996 -7.493 -3.143
C -0.980 -8.988 -3.235
C -0.324 -7.244 -4.672
C 0.312 -5.843 -4.691
C 1.337 -5.879 -3.538
C 0.800 -5.870 -2.114
C 2.060 -6.017 -1.232
C 0.170 -4.502 -1.828
N -0.067 -7.089 -2.061
O -0.582 -7.316 -0.749
H -2.917 -7.266 -2.222
H -2.258 -5.785 -3.079
H -3.044 -7.153 -3.883
H -1.726 -9.372 -3.931
H 0.015 -9.401 -3.401
H -1.328 -9.478 -2.325
H 0.378 -8.010 -5.002
H -1.125 -7.262 -5.411
H 0.686 -5.647 -5.696
H -0.416 -5.039 -4.584
H 2.104 -5.135 -3.749
H 1.800 -6.858 -3.666
H 1.791 -6.187 -0.190
H 2.819 -5.241 -1.136
H 2.650 -6.895 -1.496
H 0.951 -3.783 -1.581
H -0.284 -4.522 -0.837
H -0.557 -4.123 -2.546
H -0.055 -8.082 -0.507

Summary:
* charge: 0
* Kohn-Sham gap: 8.2 eV
* LUMO energy: 0.39 eV

=====

Model ii:
ORCA calculation (wB97M-V/def2-TZVPD) on a cluster of 10 separate species, C90H190N10O10 in total.

Positions of all 300 atoms, in Å:
C -2.404 9.203 5.407
C -1.613 9.188 6.775
C -2.467 8.710 7.946
C -0.441 8.214 6.610
C 0.496 8.348 7.894
C 1.030 9.760 8.027
C -0.058 10.852 8.037
C -0.692 11.022 9.429
C 0.741 12.192 7.761
N -1.067 10.591 6.955
O -2.028 11.599 6.851
H -2.936 8.254 5.330
H -3.026 10.080 5.589
H -1.664 9.341 4.619
H -2.120 8.580 8.971
H -3.300 9.396 8.100
H -2.827 7.690 7.812
H -0.841 7.203 6.532
H 0.232 8.300 5.757
H -0.100 8.003 8.739
H 1.352 7.681 7.787
H 1.666 9.964 7.166
H 1.601 9.953 8.935
H -1.555 10.384 9.620
H -1.040 12.052 9.513
H 0.032 10.805 10.215
H 1.782 12.157 8.080
H 0.195 13.056 8.140
H 0.608 12.421 6.704
H -1.867 11.932 5.965
C -14.989 2.917 -5.943
C -13.531 2.831 -6.454
C -13.503 1.947 -7.753
C -13.057 4.270 -6.788
C -11.508 4.429 -6.706
C -10.981 3.872 -5.427
C -11.299 2.403 -5.252
C -10.473 1.502 -6.272
C -10.876 2.147 -3.796
N -12.768 2.210 -5.356
O -13.063 0.898 -5.082
H -15.063 3.249 -4.907
H -15.508 3.716 -6.474
H -15.393 1.912 -6.061
H -14.177 1.106 -7.596
H -13.905 2.547 -8.570
H -12.515 1.630 -8.090
H -13.260 4.555 -7.821
H -13.566 5.055 -6.230
H -11.024 4.152 -7.642
H -11.211 5.476 -6.775
H -11.283 4.381 -4.511
H -9.905 4.019 -5.514
H -9.396 1.643 -6.174
H -10.568 1.721 -7.336
H -10.724 0.442 -6.230
H -11.569 2.574 -3.072
H -9.863 2.527 -3.658
H -10.936 1.083 -3.569
H -13.677 0.994 -4.350
C -1.632 1.408 2.358
C -0.749 0.773 1.256
C 0.081 -0.444 1.746
C -1.560 0.153 0.168
C -2.272 1.051 -0.854
C -1.240 2.010 -1.463
C -0.249 2.753 -0.478
C 0.988 3.161 -1.338
C -0.774 4.126 0.027
N 0.173 1.775 0.562
O 1.164 2.272 1.413
H -2.457 1.904 1.845
H -2.042 0.577 2.932
H -1.002 2.099 2.919
H -0.493 -1.300 2.102
H 0.883 -0.745 1.072
H 0.568 -0.133 2.670
H -0.924 -0.457 -0.474
H -2.365 -0.422 0.625
H -2.796 0.470 -1.614
H -3.028 1.558 -0.254
H -1.881 2.720 -1.985
H -0.694 1.435 -2.210
H 0.740 3.432 -2.364
H 1.726 2.362 -1.401
H 1.536 3.927 -0.791
H -0.010 4.671 0.581
H -1.726 4.102 0.558
H -1.095 4.682 -0.853
H 1.978 1.846 1.133
C -11.802 -5.091 1.338
C -10.391 -5.622 1.170
C -10.186 -5.893 -0.319
C -9.275 -4.638 1.581
C -9.105 -4.500 3.092
C -8.961 -5.868 3.780
C -9.893 -6.997 3.369
C -9.138 -8.379 3.634
C -11.199 -6.874 4.277
N -10.188 -6.939 1.910
O -10.918 -7.979 1.375
H -12.075 -4.468 0.486
H -12.587 -5.842 1.244
H -11.947 -4.463 2.217
H -9.180 -6.306 -0.393
H -10.899 -6.616 -0.714
H -10.305 -5.036 -0.982
H -8.316 -4.671 1.064
H -9.665 -3.668 1.274
H -8.195 -3.971 3.377
H -9.907 -3.958 3.594
H -8.928 -5.722 4.860
H -7.922 -6.153 3.617
H -9.786 -9.251 3.543
H -8.608 -8.428 4.586
H -8.255 -8.538 3.014
H -11.045 -6.709 5.343
H -11.929 -7.637 4.006
H -11.714 -5.938 4.060
H -10.394 -8.781 1.301
C 2.497 -7.366 5.444
C 1.509 -8.567 5.048
C 2.349 -9.851 4.888
C 0.556 -8.788 6.288
C -0.540 -9.870 5.976
C -1.336 -9.234 4.884
C -0.575 -8.935 3.567
C -0.237 -10.277 2.823
C -1.542 -8.110 2.686
N 0.665 -8.178 3.912
O 1.382 -7.772 2.890
H 3.254 -7.668 6.167
H 3.118 -6.987 4.632
H 1.951 -6.555 5.927
H 1.744 -10.756 4.833
H 2.903 -9.758 3.954
H 3.086 -10.065 5.661
H 1.270 -9.144 7.031
H 0.141 -7.812 6.541
H -0.119 -10.814 5.631
H -1.170 -10.089 6.838
H -1.773 -8.291 5.213
H -2.086 -9.947 4.543
H 0.705 -10.087 2.309
H -0.903 -10.533 1.999
H -0.002 -11.056 3.549
H -2.353 -8.629 2.175
H -1.021 -7.436 2.006
H -1.948 -7.394 3.400
H 1.274 -6.829 3.036
C -0.518 -3.806 -6.875
C -0.740 -5.130 -7.531
C -1.851 -5.044 -8.528
C 0.622 -5.528 -8.168
C 0.758 -6.992 -8.659
C 0.479 -7.868 -7.411
C -0.783 -7.528 -6.560
C -1.899 -8.258 -7.278
C -0.410 -8.054 -5.154
N -1.055 -6.093 -6.486
O -2.044 -5.760 -5.608
H -1.340 -3.291 -6.377
H 0.333 -3.792 -6.194
H -0.272 -3.101 -7.669
H -1.644 -4.322 -9.318
H -2.217 -5.964 -8.984
H -2.719 -4.651 -8.000
H 0.953 -4.816 -8.924
H 1.396 -5.348 -7.422
H 0.111 -7.290 -9.484
H 1.799 -7.128 -8.950
H 1.357 -7.899 -6.765
H 0.399 -8.889 -7.784
H -1.890 -9.314 -7.009
H -1.858 -8.220 -8.367
H -2.809 -7.729 -6.994
H -1.306 -7.850 -4.569
H 0.419 -7.450 -4.785
H -0.142 -9.109 -5.099
H -2.837 -5.991 -6.099
C 13.268 -0.264 4.620
C 12.940 1.231 4.548
C 13.860 1.991 5.556
C 13.193 1.771 3.091
C 12.266 1.238 2.015
C 10.859 1.525 2.470
C 10.415 1.075 3.919
C 9.090 1.687 4.401
C 10.117 -0.491 3.905
N 11.496 1.548 4.828
O 11.158 1.442 6.177
H 14.349 -0.399 4.649
H 12.870 -0.716 5.528
H 12.851 -0.873 3.818
H 14.901 1.984 5.233
H 13.443 2.996 5.613
H 13.678 1.613 6.562
H 13.148 2.856 3.182
H 14.253 1.646 2.870
H 12.560 1.870 1.177
H 12.531 0.250 1.639
H 10.228 0.869 1.871
H 10.593 2.569 2.307
H 8.281 1.606 3.674
H 9.238 2.727 4.691
H 8.815 1.345 5.399
H 10.814 -1.037 4.541
H 10.414 -0.995 2.984
H 9.113 -0.835 4.150
H 11.169 2.335 6.531
C 2.084 -1.348 11.741
C 2.428 -2.345 10.569
C 1.279 -2.212 9.552
C 3.703 -1.859 9.829
C 5.009 -2.043 10.617
C 5.144 -3.549 10.911
C 3.913 -4.163 11.660
C 4.085 -5.708 11.651
C 4.027 -3.690 13.131
N 2.672 -3.709 10.923
O 1.517 -4.447 11.273
H 1.357 -1.662 12.490
H 2.961 -0.885 12.193
H 1.562 -0.490 11.319
H 1.368 -2.777 8.624
H 0.361 -2.568 10.020
H 0.999 -1.176 9.361
H 3.902 -2.336 8.869
H 3.667 -0.772 9.755
H 5.834 -1.664 10.014
H 4.819 -1.450 11.512
H 6.072 -3.661 11.472
H 5.254 -4.116 9.986
H 4.913 -6.101 12.241
H 4.207 -6.232 10.703
H 3.164 -6.224 11.922
H 4.455 -2.696 13.256
H 4.584 -4.434 13.702
H 3.028 -3.690 13.568
H 1.554 -5.231 10.720
C 0.109 9.226 -8.588
C 0.842 10.412 -9.294
C 2.325 10.522 -8.810
C 0.726 10.042 -10.752
C 1.171 11.210 -11.732
C 0.095 12.265 -11.473
C 0.082 12.845 -10.023
C 1.300 13.774 -9.888
C -1.279 13.555 -9.748
N 0.066 11.668 -9.082
O -0.165 12.006 -7.767
H -0.977 9.217 -8.679
H 0.539 8.317 -9.009
H 0.334 9.331 -7.526
H 2.373 10.706 -7.737
H 2.739 9.515 -8.861
H 2.981 11.251 -9.285
H 1.306 9.150 -10.991
H -0.317 9.789 -10.941
H 2.134 11.653 -11.478
H 1.169 10.825 -12.752
H -0.854 11.731 -11.517
H 0.322 13.097 -12.139
H 2.285 13.314 -9.814
H 1.298 14.314 -8.941
H 1.479 14.483 -10.696
H -1.411 14.254 -10.574
H -1.271 14.132 -8.824
H -2.185 12.951 -9.791
H 0.685 12.344 -7.476
C 8.357 -0.990 -5.006
C 7.590 -2.143 -5.720
C 6.571 -2.794 -4.646
C 6.794 -1.533 -6.875
C 7.544 -1.253 -8.215
C 8.312 -2.539 -8.614
C 9.180 -3.056 -7.504
C 9.481 -4.528 -7.954
C 10.480 -2.236 -7.530
N 8.493 -3.147 -6.227
O 9.285 -3.688 -5.273
H 9.019 -1.264 -4.185
H 8.958 -0.484 -5.762
H 7.661 -0.247 -4.619
H 5.787 -2.081 -4.391
H 6.008 -3.555 -5.187
H 7.126 -3.233 -3.817
H 5.901 -2.128 -7.066
H 6.514 -0.542 -6.516
H 6.841 -0.869 -8.954
H 8.259 -0.433 -8.143
H 8.803 -2.603 -9.585
H 7.545 -3.307 -8.721
H 8.672 -5.188 -7.642
H 10.401 -4.847 -7.465
H 9.648 -4.723 -9.014
H 10.366 -1.207 -7.873
H 11.144 -2.660 -8.283
H 11.130 -2.297 -6.658
H 9.070 -4.616 -5.150

Summary:
* charge: 0
* Kohn-Sham gap: 8.1 eV
* LUMO energy: 0.34 eV

=====

Most favorable structure: model ii. The second most favorable one is 2.799 eV above it.